(one)
Here is 2 unconnected molecules or ions with the total composition CHNO3 from the Open Molecules 2025 dataset. Energies are from ωB97M-V with the def2-TZVPD basis set.

Geometry as XYZ:
```
6
CHNO3 | the Open Molecules 2025 dataset | ωB97M-V with the def2-TZVPD basis set
O -2.6552 1.1018 -0.5348
C -1.7403 1.1571 0.1216
O -0.7889 1.2494 0.8015
N 1.6531 -1.2771 0.2278
O 0.9316 -0.5622 -0.4080
H 2.5997 -1.6691 -0.2081
```

Results
Kohn-Sham gap, eV: 9.03

(two)
Here is CHNO3 in the gas phase from the Open Molecules 2025 dataset. Energies are from ωB97M-V with the def2-TZVPD basis set.

Geometry as XYZ:
```
6
CHNO3 | the Open Molecules 2025 dataset | ωB97M-V with the def2-TZVPD basis set
O -2.0493 0.5850 0.1439
C -1.0022 -0.1405 -0.0100
O -0.4706 -1.2810 0.2380
N 0.2927 -0.2133 -0.4608
O 1.2379 0.4061 0.2986
H 1.9914 0.6437 -0.2097
```

Results
Kohn-Sham gap, eV: 11.39

Stability summary: most stable (one), least stable (two).